CH5BNNaO5S as an isolated structure. Source: the OMol25 dataset; level of theory: ωB97M-V/def2-TZVPD.

XYZ file:
```
15
Properties=species:S:1:pos:R:3:forces:R:3
C -0.006 1.738 0.335 -0.022 -0.021 -0.140
S -0.115 0.470 1.622 0.145 0.610 0.659
O 1.195 0.465 2.222 -0.043 -0.216 -0.118
O -1.250 0.858 2.432 0.008 -0.192 -0.278
N -0.537 -0.940 0.979 -0.137 -0.880 -0.311
O 0.668 -1.535 0.305 0.110 0.979 0.189
B 0.589 -1.277 -1.031 -0.454 -0.154 0.381
O 1.635 -1.278 -1.914 -0.243 0.285 0.180
O -0.703 -1.004 -1.482 -0.536 -0.207 -1.728
H -0.028 1.313 -0.667 0.051 -0.075 0.003
H -0.865 2.396 0.457 0.053 -0.016 0.012
H 0.923 2.286 0.474 -0.068 0.012 0.053
H 2.390 -0.845 -1.500 0.214 -0.405 -0.015
H -1.198 -0.894 -0.633 1.151 0.516 1.262
Na -2.700 -1.756 -1.598 -0.231 -0.237 -0.151
```
Forces are in eV/Å.

Calculated values
- Spin multiplicity: 1
- E_HOMO: -8.47 eV
- Energy: -1057.4461 hartree
- Orbital gap: 6.54 eV
- F_max: 1.82 eV Å⁻¹

natural (NBO) population analysis, charges in e, atoms 1 to 2: -0.9118 2.2641

=====

C20H31N6PReS4 as an isolated structure. Source: the OMol25 dataset; level of theory: ωB97M-V/def2-TZVPD.

XYZ file:
```
63
Properties=species:S:1:pos:R:3:forces:R:3
Re -0.218 -0.199 -0.382 -0.821 0.132 3.064
C 1.514 -1.987 -2.795 -0.158 -0.142 0.429
C 0.389 -2.990 -2.681 -0.843 -0.233 0.639
S -0.710 -2.339 -1.289 0.345 -2.516 0.012
C -1.701 -3.834 -0.822 -0.192 -0.665 -0.798
C -2.478 -3.705 0.469 0.288 0.533 0.590
S -2.831 -1.988 0.970 0.407 -0.166 -0.523
C -4.010 -1.364 -0.272 -0.151 -0.525 0.468
C -3.469 -0.962 -1.634 -1.149 -0.900 -0.841
S -2.132 0.254 -1.648 -1.371 0.782 -1.665
C -1.619 -0.174 -3.392 -0.782 -0.177 0.235
C -0.216 0.236 -3.701 0.031 0.937 -0.160
S 0.947 -0.273 -2.360 1.900 -0.147 -2.541
H 1.916 -1.998 -3.813 0.175 0.367 0.169
H 2.314 -2.184 -2.052 -0.349 0.134 -0.529
H 0.718 -4.023 -2.449 0.019 0.648 0.130
H -0.274 -3.079 -3.557 0.385 0.280 0.215
H -1.011 -4.690 -0.787 -0.095 0.304 0.063
H -2.359 -4.005 -1.692 0.230 0.190 0.279
H -1.842 -4.060 1.280 -0.108 0.026 0.176
H -3.396 -4.310 0.508 0.222 0.206 -0.306
H -4.469 -0.515 0.214 -0.227 0.285 0.145
H -4.790 -2.153 -0.306 0.299 0.565 -0.506
H -4.257 -0.452 -2.239 0.321 -0.262 0.597
H -3.194 -1.846 -2.258 0.107 0.664 0.646
H -2.383 0.270 -4.042 0.373 0.144 0.019
H -1.724 -1.258 -3.485 -0.064 0.149 0.179
H -0.119 1.339 -3.759 0.170 -0.735 -0.062
H 0.085 -0.186 -4.671 0.254 0.056 0.387
C 2.654 4.370 -0.045 1.667 0.998 0.402
N 1.509 3.633 -0.434 -1.887 -2.279 -0.549
C 0.689 3.887 -1.543 0.835 -1.170 0.777
C -0.088 2.776 -1.674 -1.426 -0.567 0.345
N 0.197 1.870 -0.655 0.362 0.102 0.058
C 1.181 2.379 0.098 -0.241 2.710 -1.753
P 1.628 1.887 1.770 0.763 0.483 0.518
C -0.008 1.429 2.297 -2.891 0.356 1.636
N -0.929 0.727 1.603 0.275 -0.336 -0.753
C -2.132 0.794 2.271 1.460 0.997 0.604
C -1.978 1.545 3.423 1.214 -0.860 -0.610
N -0.631 1.920 3.441 -1.457 -1.378 -2.105
C 0.038 2.574 4.504 1.391 0.700 1.928
C 2.128 0.202 1.468 1.444 -2.846 0.413
N 1.433 -0.770 0.812 0.351 0.876 -0.247
C 2.099 -1.973 0.998 -0.883 0.391 -0.062
C 3.168 -1.780 1.810 -0.689 1.053 -0.565
N 3.190 -0.410 2.085 -0.911 -0.527 -1.183
C 4.272 0.275 2.755 1.324 -0.355 0.568
H 2.489 5.436 -0.192 0.045 -0.040 -0.084
H 2.885 4.214 1.013 -0.141 0.013 -0.175
H 3.521 4.031 -0.635 -0.273 0.309 0.164
H 0.755 4.720 -2.240 0.155 0.088 0.619
H -1.009 2.626 -2.267 1.002 0.296 0.200
H -2.997 0.327 1.902 -0.801 -0.302 -0.166
H -2.700 1.648 4.245 0.670 0.393 -0.411
H -0.652 2.914 5.301 0.265 -0.310 -0.631
H 0.780 1.875 4.954 -0.593 0.515 -0.136
H 0.588 3.447 4.138 -0.173 -0.056 0.074
H 1.671 -2.861 0.566 0.283 -0.188 0.098
H 3.870 -2.532 2.121 0.371 0.296 0.364
H 5.200 -0.339 2.676 -0.762 0.448 0.048
H 4.458 1.224 2.274 0.031 0.199 -0.024
H 4.042 0.414 3.806 0.005 0.057 0.126
```
Forces are in eV/Å.

Calculated values
- Spin multiplicity: 4
- E_HOMO (alpha / beta): -20.30 / -20.29 eV
- Energy: -3120.1451 hartree
- Relative energy (zero: lowest compared OMol25 entry of this formula, charge and spin): 1.280 eV
- Total charge: +4
- Orbital gap (alpha / beta): 8.42 / 5.81 eV
- F_max: 3.34 eV Å⁻¹

natural (NBO) population analysis, charges in e, atoms 1 to 2: 1.0212 -0.5220

=====

C37H86FN9O10S2 as an isolated structure. Source: the OMol25 dataset; level of theory: ωB97M-V/def2-TZVPD.

XYZ file:
```
145
Properties=species:S:1:pos:R:3:forces:R:3
C 4.511 -1.929 1.398 -0.710 0.580 -0.361
C 3.464 -1.015 0.737 0.184 -0.606 0.276
C 2.934 -1.748 -0.472 0.525 0.219 -0.254
O 1.790 -1.143 -1.105 0.086 -0.179 0.215
C 0.668 -1.119 -0.344 0.167 0.579 0.002
C 0.061 -2.334 0.048 -0.002 -0.468 0.146
C -1.078 -2.372 0.779 0.025 -0.303 -0.002
C -1.693 -1.156 1.151 -0.109 -0.484 0.125
N -2.825 -1.005 1.848 -0.123 -0.060 0.084
S -3.061 0.568 1.977 -0.028 0.037 0.037
N -1.790 1.133 1.193 -0.031 -0.048 0.106
C -1.102 0.062 0.775 0.170 1.014 -0.289
C 0.106 0.077 0.015 0.216 -0.024 -0.635
S 0.811 1.638 -0.421 -0.510 0.660 1.294
O -0.230 2.548 -0.725 -0.107 -0.058 -0.453
O 1.783 1.998 0.551 0.341 -0.247 -0.097
F 1.578 1.376 -1.740 0.065 -0.264 -0.377
H 3.990 -2.845 1.663 0.211 -0.252 0.292
H 4.860 -1.430 2.293 0.351 -0.231 0.194
H 5.313 -2.164 0.705 0.248 -0.038 0.066
H 3.911 -0.077 0.435 -0.043 0.324 -0.037
H 2.692 -0.820 1.478 -0.256 0.164 -0.048
H 3.722 -1.713 -1.217 -0.037 -0.059 -0.309
H 2.785 -2.804 -0.248 -0.439 -0.090 0.064
H 0.543 -3.252 -0.250 0.032 -0.100 -0.071
H -1.504 -3.317 1.072 -0.165 -0.078 0.050
C -9.112 2.701 2.297 -0.149 -0.071 0.095
C -8.182 1.887 1.403 0.031 0.317 0.138
C -7.038 1.203 2.162 -0.001 -0.267 -0.189
O -5.982 2.064 2.544 -0.073 -0.011 0.143
C -6.202 2.799 3.734 0.177 0.098 -0.097
N -7.688 2.744 0.320 0.195 -0.214 -0.044
H -8.672 3.654 2.591 0.082 -0.014 -0.026
H -10.038 2.928 1.769 0.026 0.016 -0.041
H -9.372 2.145 3.201 -0.026 0.002 -0.011
H -8.781 1.089 0.951 0.067 -0.069 0.002
H -6.583 0.467 1.492 0.055 0.043 -0.007
H -7.413 0.651 3.034 -0.066 0.085 0.033
H -6.786 2.224 4.459 -0.051 0.001 -0.017
H -6.701 3.748 3.529 -0.098 -0.028 0.086
H -5.227 3.022 4.168 0.013 -0.044 -0.016
H -7.154 2.171 -0.330 -0.035 0.009 -0.031
H -6.996 3.372 0.718 -0.080 0.094 0.010
C 7.757 -2.845 -2.634 0.095 0.143 -0.012
C 8.115 -3.695 -1.420 -0.214 -0.054 -0.244
C 8.767 -5.040 -1.771 0.162 0.020 0.208
O 7.870 -6.025 -2.247 0.044 0.038 -0.113
C 7.545 -5.934 -3.621 -0.127 -0.123 0.089
N 6.915 -3.870 -0.593 0.179 -0.132 0.069
H 6.859 -3.202 -3.137 -0.009 -0.040 0.018
H 7.559 -1.819 -2.328 -0.085 -0.017 0.002
H 8.572 -2.826 -3.361 -0.003 -0.036 0.001
H 8.847 -3.130 -0.836 0.033 -0.078 0.057
H 9.195 -5.457 -0.856 -0.052 -0.049 -0.002
H 9.596 -4.905 -2.478 -0.054 0.059 -0.062
H 8.394 -5.578 -4.213 0.000 0.054 0.002
H 6.684 -5.281 -3.785 0.066 0.070 -0.089
H 7.277 -6.933 -3.963 0.029 -0.015 0.035
H 7.179 -4.341 0.268 -0.035 0.100 0.060
H 6.318 -4.543 -1.067 -0.056 0.060 -0.036
C 4.089 0.586 -6.148 -0.126 0.063 -0.061
C 4.010 -0.707 -5.343 0.266 0.163 -0.081
C 4.268 -0.517 -3.842 -0.224 -0.152 0.084
O 5.624 -0.335 -3.488 -0.027 0.135 -0.011
C 6.110 0.986 -3.646 0.212 -0.169 0.045
N 4.919 -1.693 -5.939 -0.044 -0.080 0.183
H 5.118 0.905 -6.311 0.029 -0.026 0.053
H 3.639 0.444 -7.131 0.031 -0.041 -0.006
H 3.553 1.395 -5.648 0.017 -0.001 0.011
H 2.991 -1.091 -5.442 -0.006 -0.038 0.079
H 3.955 -1.432 -3.331 0.049 -0.029 -0.031
H 3.657 0.298 -3.433 -0.010 0.038 -0.067
H 5.333 1.725 -3.433 -0.049 -0.019 -0.043
H 6.508 1.143 -4.652 -0.077 0.140 -0.013
H 6.929 1.129 -2.942 -0.019 -0.018 0.025
H 4.790 -2.588 -5.476 -0.062 -0.023 -0.087
H 5.868 -1.421 -5.695 0.010 0.039 -0.080
C -10.851 -1.843 6.847 -0.062 -0.046 0.126
C -10.308 -0.419 6.778 0.005 -0.210 -0.212
C -11.165 0.531 5.928 0.065 0.205 0.160
O -11.021 0.367 4.531 -0.092 -0.059 0.005
C -11.789 -0.678 3.961 0.150 0.061 -0.155
N -8.915 -0.465 6.321 -0.062 0.218 -0.031
H -10.655 -2.401 5.932 0.003 0.046 -0.046
H -10.373 -2.386 7.662 0.048 0.013 -0.022
H -11.928 -1.846 7.028 0.000 0.002 -0.020
H -10.311 -0.019 7.796 -0.011 0.081 -0.016
H -10.837 1.554 6.134 0.026 0.002 -0.063
H -12.224 0.474 6.212 -0.002 -0.105 -0.002
H -12.749 -0.797 4.471 0.008 -0.026 0.043
H -11.244 -1.625 3.975 -0.099 -0.063 0.064
H -11.976 -0.417 2.920 -0.004 0.050 0.017
H -8.513 0.467 6.379 0.046 -0.041 0.102
H -8.925 -0.671 5.325 0.020 -0.101 0.021
C 4.148 -1.766 8.011 0.078 -0.005 0.129
C 4.415 -2.858 6.980 -0.191 0.229 -0.018
C 5.227 -2.381 5.767 0.124 -0.238 -0.027
O 4.495 -1.620 4.827 0.052 0.132 0.098
C 4.346 -0.247 5.143 -0.143 -0.052 -0.171
N 3.138 -3.462 6.587 0.144 -0.064 -0.144
H 3.363 -1.082 7.688 0.004 -0.001 -0.065
H 3.820 -2.210 8.950 -0.039 -0.026 -0.028
H 5.049 -1.183 8.212 -0.007 0.011 -0.017
H 5.011 -3.632 7.473 0.044 -0.027 -0.065
H 5.567 -3.266 5.221 -0.045 0.016 -0.047
H 6.127 -1.836 6.081 -0.052 0.060 0.069
H 5.226 0.145 5.660 -0.003 -0.015 0.046
H 3.453 -0.074 5.749 0.067 0.063 0.091
H 4.221 0.295 4.206 0.028 -0.032 -0.017
H 3.317 -4.261 5.987 -0.020 -0.058 0.090
H 2.658 -2.800 5.983 -0.057 0.028 0.075
C -9.417 -0.347 -2.392 -0.026 -0.047 0.104
C -8.872 1.077 -2.457 -0.071 -0.302 -0.247
C -9.739 2.035 -3.284 0.061 0.220 0.160
O -9.619 1.884 -4.686 -0.113 -0.067 0.020
C -10.399 0.849 -5.253 0.140 0.066 -0.120
N -7.486 1.038 -2.936 -0.029 0.215 0.071
H -9.238 -0.899 -3.315 -0.003 0.038 -0.040
H -8.926 -0.900 -1.590 0.047 0.009 -0.024
H -10.490 -0.350 -2.193 -0.001 0.005 -0.021
H -8.859 1.465 -1.438 -0.085 0.152 -0.031
H -9.408 3.054 -3.072 0.029 -0.001 -0.048
H -10.794 1.974 -2.982 -0.004 -0.102 -0.008
H -11.352 0.730 -4.730 0.007 -0.030 0.041
H -9.859 -0.101 -5.254 -0.099 -0.063 0.055
H -10.601 1.119 -6.290 0.003 0.042 0.015
H -7.090 1.973 -2.878 0.027 -0.023 0.062
H -7.508 0.842 -3.933 0.033 -0.100 0.015
C 9.107 6.580 -5.341 0.041 0.056 -0.134
C 9.946 5.445 -4.765 -0.245 0.132 0.123
C 9.275 4.067 -4.863 0.225 -0.118 -0.048
O 8.248 3.840 -3.918 -0.089 -0.018 -0.111
C 6.980 4.370 -4.259 0.035 -0.005 0.211
N 10.320 5.782 -3.389 0.040 -0.212 -0.028
H 8.297 6.870 -4.672 -0.013 -0.055 0.033
H 9.727 7.463 -5.495 0.015 -0.003 0.052
H 8.674 6.303 -6.305 -0.015 -0.007 0.013
H 10.866 5.388 -5.355 0.015 -0.082 0.003
H 10.033 3.307 -4.655 -0.029 -0.009 0.060
H 8.905 3.878 -5.880 -0.045 0.089 -0.007
H 6.801 4.330 -5.337 0.034 0.042 -0.021
H 6.874 5.397 -3.903 -0.048 0.049 -0.138
H 6.226 3.766 -3.758 0.011 -0.014 0.006
H 10.969 5.084 -3.037 0.076 0.077 -0.021
H 9.493 5.667 -2.808 -0.014 0.098 0.000
```
Forces are in eV/Å.

Calculated values
- Spin multiplicity: 1
- E_HOMO: -9.14 eV
- Energy: -3602.6401 hartree
- Orbital gap: 8.37 eV
- F_max: 1.54 eV Å⁻¹

Mulliken population analysis, charges in e, atoms 1 to 2: -1.1774 0.0181

=====

C3H4CuO3 as an isolated structure. Source: the OMol25 dataset; level of theory: ωB97M-V/def2-TZVPD.

XYZ file:
```
11
Properties=species:S:1:pos:R:3:forces:R:3
H 3.065 -0.464 -0.774 0.295 0.242 0.944
Cu 2.694 0.542 0.768 -0.106 -0.780 -1.227
O -0.903 -1.236 -0.252 0.171 -1.078 -0.338
C -1.225 0.044 0.003 -0.486 0.409 1.449
C 0.524 -1.440 -0.076 -0.424 0.105 -0.318
O -2.352 0.356 0.347 0.488 -0.081 -0.808
O -0.183 0.828 -0.011 1.297 -0.612 -0.431
C 1.156 -0.108 -0.391 -1.064 1.723 0.334
H 0.844 -2.239 -0.755 -0.071 0.215 0.143
H 0.651 -1.776 0.965 0.184 0.211 -0.246
H 1.241 0.141 -1.461 -0.283 -0.356 0.499
```
Forces are in eV/Å.

Calculated values
- Spin multiplicity: 3
- E_HOMO (alpha / beta): -1.80 / -5.44 eV
- Energy: -1982.7995 hartree
- Relative energy (zero: lowest compared OMol25 entry of this formula, charge and spin): 2.246 eV
- Total charge: -1
- Orbital gap (alpha / beta): 5.67 / 8.81 eV
- F_max: 2.05 eV Å⁻¹

natural (NBO) population analysis, charges in e, atoms 1 to 2: -0.3302 0.1094